This record from the Open Molecules 2025 dataset describes a 14-piece molecular cluster, C23H74O14 overall at a distorted geometry. The level of theory is ωB97M-V/def2-TZVPD.

For the HOMO energy, the calculation gives -0.3463 Ha. The spin multiplicity is 1. The value obtained for the total energy is -53713.0610 eV. The calculation puts the HOMO-LUMO gap at 9.650 eV.

Each line ends with the Mulliken charge.
Atoms and positions in Å:
1 C -1.53 3.76 -3.27  -0.83
2 O -0.90 3.66 -2.01  -0.57
3 H -1.86 4.78 -3.43  0.31
4 H -0.80 3.52 -4.05  0.27
5 H -2.35 3.04 -3.35  0.27
6 H -0.92 2.79 -1.60  0.22
7 C -0.28 5.08 1.16  -0.46
8 O 0.51 5.04 0.00  -0.40
9 H -1.21 5.65 1.05  0.39
10 H -0.58 4.10 1.52  -0.07
11 H 0.26 5.57 1.98  0.29
12 H -0.04 4.58 -0.67  0.36
13 C -0.65 2.29 4.45  -0.02
14 O 0.10 2.86 5.51  -0.57
15 H -0.79 3.05 3.67  -0.07
16 H -0.26 1.35 4.06  -0.05
17 H -1.69 2.10 4.77  0.37
18 H 0.16 3.81 5.38  0.34
19 O -3.00 2.15 1.61  -0.54
20 H -2.90 1.54 2.37  0.26
21 H -3.45 2.92 1.97  0.25
22 C -0.84 0.14 -3.65  0.53
23 C -1.62 -0.85 -4.51  -0.20
24 O -2.25 -0.17 -5.60  -0.59
25 H -0.56 -0.35 -2.72  -0.44
26 H -1.54 0.95 -3.42  -0.51
27 H -0.03 0.58 -4.23  0.55
28 H -2.41 -1.30 -3.90  -0.10
29 H -0.98 -1.65 -4.91  0.33
30 H -3.14 -0.49 -5.70  0.34
31 C 0.91 -0.03 -0.24  -1.27
32 C 0.14 1.13 0.38  1.43
33 O -1.11 1.32 -0.27  0.29
34 H 1.78 -0.27 0.38  0.77
35 H 1.29 0.29 -1.22  0.20
36 H 0.30 -0.93 -0.29  -0.10
37 H 0.71 2.06 0.48  -0.29
38 H -0.13 0.80 1.40  -0.86
39 H -1.74 1.65 0.40  -0.07
40 C 0.45 -4.61 0.79  -0.28
41 C -0.38 -5.60 1.60  -0.74
42 O -0.81 -4.99 2.80  -0.50
43 H 0.89 -5.04 -0.11  0.26
44 H 1.30 -4.23 1.37  0.49
45 H -0.12 -3.71 0.55  -0.17
46 H 0.19 -6.52 1.77  0.36
47 H -1.27 -5.83 1.01  0.27
48 H -0.04 -4.89 3.38  0.30
49 C -2.34 -2.15 2.16  -0.30
50 C -3.39 -1.19 2.70  -0.56
51 O -2.65 -0.14 3.37  -0.56
52 H -2.74 -2.90 1.48  0.38
53 H -1.94 -2.73 2.99  0.51
54 H -1.54 -1.60 1.67  -0.36
55 H -4.05 -1.64 3.45  0.38
56 H -3.99 -0.75 1.91  0.19
57 H -2.27 -0.54 4.16  0.28
58 C 2.71 3.21 -2.38  -0.52
59 C 2.75 4.54 -3.12  -0.38
60 O 3.83 4.58 -4.05  -0.57
61 H 1.78 3.17 -1.81  0.07
62 H 3.55 3.20 -1.68  0.24
63 H 2.78 2.33 -3.02  0.40
64 H 2.94 5.34 -2.41  0.22
65 H 1.81 4.70 -3.65  0.25
66 H 3.59 4.09 -4.84  0.31
67 C 0.95 -1.31 3.80  -0.26
68 C 2.22 -0.51 4.07  -0.30
69 O 2.91 -0.33 2.83  -0.50
70 H 1.10 -2.35 3.51  0.41
71 H 0.35 -0.82 3.04  -0.48
72 H 0.41 -1.32 4.75  0.33
73 H 2.88 -1.04 4.77  0.30
74 H 1.98 0.46 4.51  0.24
75 H 3.34 0.53 2.85  0.11
76 C -1.03 -5.24 -2.76  -1.55
77 C -1.11 -3.77 -2.38  1.39
78 O -2.27 -3.59 -1.57  -0.59
79 H -0.57 -5.77 -1.92  0.29
80 H -0.35 -5.41 -3.59  0.36
81 H -2.02 -5.65 -2.96  0.39
82 H -1.31 -3.18 -3.29  -0.16
83 H -0.17 -3.40 -1.97  -0.36
84 H -2.38 -2.63 -1.44  0.00
85 C 2.83 2.80 2.39  -0.52
86 C 4.23 3.02 2.91  -0.36
87 O 4.87 1.79 3.24  -0.52
88 H 2.86 2.18 1.50  0.23
89 H 2.30 3.74 2.21  0.28
90 H 2.16 2.36 3.14  0.05
91 H 4.34 3.73 3.74  0.40
92 H 4.84 3.52 2.14  0.29
93 H 5.65 1.99 3.77  0.29
94 C 4.25 -2.63 -1.73  -1.37
95 C 2.75 -2.46 -1.92  0.71
96 O 2.26 -3.44 -2.83  -0.54
97 H 4.70 -1.86 -1.10  0.36
98 H 4.77 -2.70 -2.69  0.33
99 H 4.49 -3.57 -1.21  0.38
100 H 2.54 -1.52 -2.42  0.02
101 H 2.21 -2.44 -0.97  -0.20
102 H 2.43 -4.31 -2.46  0.32
103 C -4.84 -1.49 -1.82  -1.46
104 C -3.96 -0.33 -1.42  0.02
105 O -2.70 -0.88 -0.99  0.84
106 H -5.79 -1.11 -2.23  0.41
107 H -5.16 -2.06 -0.95  0.31
108 H -4.35 -2.14 -2.54  0.26
109 H -4.40 0.24 -0.59  0.32
110 H -3.75 0.38 -2.22  0.20
111 H -2.13 -0.11 -0.78  -0.34